# C53H57BrF4IrN3O4P

A structure of composition C53H57BrF4IrN3O4P in a non-equilibrium geometry (ωB97M-V/def2-TZVPD, OMol25).

Last column: Löwdin spin population.
Atoms and positions in Å:
Ir  0.792  0.618  0.590  -0.01
C  -1.933  -1.776  5.624  0.00
C  -0.565  -1.473  4.996  0.00
C  0.511  -2.328  5.667  0.00
C  -0.285  0.021  5.091  0.00
C  -0.289  0.573  6.360  0.00
C  -0.266  1.936  6.564  0.00
C  -0.325  2.776  5.475  0.00
C  -0.307  2.296  4.174  0.00
C  -0.513  3.321  3.080  0.00
C  -1.981  3.772  3.103  0.00
C  0.392  4.554  3.231  0.00
C  -0.146  0.895  3.960  0.00
N  0.174  0.342  2.715  0.00
C  0.800  -0.900  2.624  0.00
O  1.764  -1.264  3.257  0.00
C  0.167  -1.759  1.556  0.00
C  0.270  -3.128  1.622  0.00
C  -0.399  -3.844  0.639  0.00
C  -1.150  -3.154  -0.305  0.00
C  -1.168  -1.767  -0.312  0.00
N  -0.482  -1.063  0.608  0.00
C  -2.256  -1.095  -1.160  0.03
O  -3.007  -1.835  -1.769  0.05
N  -2.344  0.251  -1.173  0.38
C  -3.458  0.974  -0.967  0.09
C  -4.170  0.804  0.284  0.12
C  -5.187  1.676  0.595  -0.01
C  -5.568  2.679  -0.290  0.16
C  -4.965  2.785  -1.536  0.00
C  -3.933  1.955  -1.926  0.12
C  -3.544  2.065  -3.402  0.01
C  -2.712  3.320  -3.669  0.01
C  -2.907  0.838  -4.045  0.00
C  -3.854  -0.326  1.232  0.01
C  -4.868  -1.460  1.032  0.01
C  -3.822  0.100  2.699  0.00
H  -2.226  -2.805  5.405  0.00
H  -2.708  -1.110  5.253  0.00
H  -1.893  -1.670  6.708  0.00
H  -0.648  -1.761  3.945  0.00
H  0.536  -2.127  6.738  0.00
H  1.502  -2.139  5.263  0.00
H  0.275  -3.387  5.544  0.00
H  -0.348  -0.085  7.218  0.00
H  -0.270  2.340  7.567  0.00
H  -0.398  3.842  5.646  0.00
H  -0.325  2.842  2.117  0.00
H  -2.237  4.165  4.087  0.00
H  -2.667  2.949  2.884  0.00
H  -2.155  4.570  2.378  0.00
H  -0.013  5.239  3.974  0.00
H  0.445  5.112  2.292  0.00
H  1.405  4.298  3.538  0.00
H  0.852  -3.588  2.409  0.00
H  -0.362  -4.926  0.622  0.00
H  -1.777  -3.660  -1.025  0.00
H  -5.712  1.576  1.535  0.00
H  -6.378  3.347  -0.029  0.01
H  -5.356  3.501  -2.250  0.00
H  -4.504  2.207  -3.910  0.00
H  -1.741  3.234  -3.189  0.00
H  -3.195  4.223  -3.295  0.00
H  -2.548  3.445  -4.740  0.00
H  -1.917  0.654  -3.645  0.00
H  -2.829  1.005  -5.121  0.00
H  -3.498  -0.062  -3.884  0.00
H  -2.862  -0.707  1.000  0.00
H  -5.869  -1.122  1.307  0.00
H  -4.613  -2.307  1.671  0.00
H  -4.895  -1.803  -0.002  0.00
H  -4.803  0.413  3.057  0.00
H  -3.118  0.919  2.877  0.00
H  -3.517  -0.748  3.308  0.00
F  6.781  2.006  3.810  0.00
C  5.920  1.451  2.997  0.00
C  6.241  0.277  2.332  0.00
F  7.417  -0.275  2.515  0.00
C  5.323  -0.303  1.467  0.00
F  5.709  -1.388  0.812  0.00
C  4.057  0.244  1.279  0.00
P  2.807  -0.452  0.157  0.00
C  3.630  -0.044  -1.414  0.00
C  4.186  -0.996  -2.264  0.00
C  4.889  -0.593  -3.393  0.00
C  5.050  0.752  -3.676  0.00
C  4.521  1.709  -2.816  0.00
C  3.815  1.314  -1.696  0.00
C  2.862  -2.239  0.363  0.00
C  3.362  -2.837  1.520  0.00
C  3.405  -4.218  1.620  0.00
C  2.946  -5.012  0.578  0.00
C  2.424  -4.423  -0.567  0.00
C  2.378  -3.044  -0.672  0.00
C  3.803  1.442  1.912  0.00
Br  2.233  2.400  1.480  0.00
C  4.691  2.054  2.765  0.00
F  4.404  3.209  3.342  0.00
H  4.123  -2.049  -2.040  0.00
H  5.326  -1.341  -4.042  0.00
H  5.603  1.060  -4.553  0.00
H  4.668  2.762  -3.017  0.00
H  3.423  2.070  -1.029  0.00
H  3.709  -2.237  2.348  0.00
H  3.808  -4.674  2.515  0.00
H  3.004  -6.090  0.653  0.00
H  2.063  -5.036  -1.382  0.00
H  1.967  -2.603  -1.572  0.00
C  -1.225  3.511  -0.136  0.00
O  -0.356  2.500  -0.649  0.00
C  0.554  2.952  -1.640  0.00
C  0.754  1.826  -2.626  0.00
O  0.849  0.586  -1.925  0.00
C  0.753  -0.531  -2.809  0.00
H  -1.854  3.912  -0.931  0.00
H  -0.655  4.324  0.321  0.00
H  -1.857  3.035  0.609  0.00
H  1.493  3.269  -1.174  0.00
H  0.135  3.816  -2.163  0.00
H  1.663  1.995  -3.212  0.00
H  -0.094  1.779  -3.310  0.00
H  -0.086  -0.402  -3.492  0.00
H  0.568  -1.416  -2.202  0.00
H  1.677  -0.649  -3.380  0.00

Output
Net charge: +2
Spin multiplicity: 2
LUMO (spin up / spin down), Eh: -0.2724 / -0.2734
<S²>: 0.784
Calculated total energy, eV: -161568.8447
F_max, eV/A: 2.99

---

# C7H12N2S

An isolated molecule of C7H12N2S in a non-equilibrium geometry (ωB97M-V/def2-TZVPD, OMol25).

Last column: Löwdin charge in e.
Atoms and positions in Å:
C  2.268  0.455  0.745  -0.15
C  0.869  1.041  0.853  -0.62
S  1.023  2.569  -0.166  0.77
C  -0.173  0.065  0.286  -0.55
C  -0.118  -1.126  1.217  -0.04
C  -1.605  0.595  0.316  -0.09
N  -2.388  0.322  -0.641  0.06
C  -2.100  -0.631  -1.621  -0.22
C  -0.623  -0.837  -1.870  -0.13
N  0.218  -0.412  -1.062  0.12
H  2.490  0.403  -0.272  0.03
H  2.388  -0.561  1.125  0.08
H  2.973  1.134  1.128  0.06
H  0.544  1.411  1.802  0.09
H  1.987  1.965  -0.856  -0.14
H  0.834  -1.516  1.297  0.03
H  -0.879  -1.952  0.938  0.12
H  -0.378  -0.746  2.282  0.13
H  -1.867  1.184  1.178  0.12
H  -2.590  -0.448  -2.567  0.11
H  -2.468  -1.620  -1.277  0.13
H  -0.404  -1.296  -2.834  0.11

Output
Net charge: 0
LUMO, Eh: 0.0300
Calculated total energy, eV: -21267.2879
Structure (SMILES): C[C@@H](S)[C@@]1(C)C=NCC=N1
F_max, eV/A: 4.09

---

# C22H14IIrN3O4S

A structure of composition C22H14IIrN3O4S in a non-equilibrium geometry (ωB97M-V/def2-TZVPD, OMol25).

Last column: Löwdin spin population.
Atoms and positions in Å:
Ir  -0.461  -0.526  -0.252  0.65
O  0.204  -2.506  -0.942  0.07
C  -0.328  -3.545  -0.447  0.01
C  -0.781  -4.576  -1.323  0.01
C  -1.345  -5.721  -0.848  0.00
C  -1.501  -5.911  0.534  0.01
C  -1.062  -4.958  1.418  0.00
C  -0.463  -3.764  0.980  0.01
C  0.028  -2.829  1.927  -0.01
N  0.443  -1.633  1.632  0.01
N  0.984  -0.820  2.500  0.02
C  1.184  0.441  2.111  0.01
O  0.791  0.882  1.000  0.12
C  1.847  1.347  3.064  0.01
C  2.188  0.933  4.351  0.00
C  2.753  1.830  5.238  0.00
C  2.982  3.142  4.853  0.00
C  2.680  3.548  3.562  0.00
C  2.114  2.659  2.671  0.00
H  -0.676  -4.390  -2.381  0.00
H  -1.684  -6.483  -1.536  0.00
H  -1.974  -6.812  0.891  0.00
H  -1.196  -5.109  2.480  0.00
H  0.061  -3.147  2.968  0.00
H  2.001  -0.089  4.637  0.00
H  3.016  1.506  6.234  0.00
H  3.393  3.851  5.557  0.00
H  2.884  4.561  3.250  0.00
H  1.868  2.960  1.664  0.00
S  -4.145  0.374  2.295  0.05
C  -3.086  -0.316  1.346  0.01
N  -2.297  -0.857  0.653  0.02
I  -1.036  4.622  -7.643  0.00
C  -0.863  3.553  -5.826  0.00
C  -1.842  3.694  -4.859  0.00
C  -1.749  2.966  -3.687  0.00
C  -0.678  2.099  -3.493  0.00
C  0.311  1.986  -4.464  0.00
C  0.221  2.714  -5.634  0.00
C  -0.597  1.244  -2.280  0.00
O  -1.450  1.340  -1.366  0.02
O  0.316  0.384  -2.203  -0.01
H  -2.675  4.360  -5.021  0.00
H  -2.506  3.055  -2.924  0.00
H  1.140  1.317  -4.295  0.00
H  0.982  2.623  -6.392  0.00

Output
Net charge: 0
Spin multiplicity: 2
LUMO (spin up / spin down), Eh: -0.1043 / -0.1095
<S²>: 0.779
Calculated total energy, eV: -57472.2997
F_max, eV/A: 3.98

---

# C32H28BrF4N4PRuS2

A structure of composition C32H28BrF4N4PRuS2 in a non-equilibrium geometry (ωB97M-V/def2-TZVPD, OMol25).

Last column: Löwdin spin population.
Atoms and positions in Å:
Ru  0.555  -0.557  -0.999  0.99
C  1.713  2.181  -1.657  0.00
N  2.295  0.917  -1.150  -0.01
C  2.907  1.167  0.156  0.00
C  3.318  0.411  -2.078  0.00
C  2.723  -0.328  -3.233  0.00
N  2.063  -1.559  -2.793  0.02
C  1.346  -2.162  -3.935  0.00
C  3.061  -2.549  -2.349  0.00
H  2.495  2.941  -1.755  0.00
H  0.953  2.531  -0.971  0.00
H  1.251  2.021  -2.626  0.00
H  3.780  1.820  0.057  0.00
H  3.217  0.227  0.612  0.00
H  2.188  1.658  0.793  0.00
H  3.984  -0.243  -1.518  0.00
H  3.917  1.244  -2.456  0.00
H  3.518  -0.553  -3.955  0.00
H  1.983  0.288  -3.743  0.00
H  2.059  -2.471  -4.707  0.00
H  0.652  -1.461  -4.378  0.00
H  0.793  -3.038  -3.599  0.00
H  3.798  -2.714  -3.143  0.00
H  2.573  -3.497  -2.142  0.00
H  3.578  -2.227  -1.449  0.00
S  -1.384  1.348  -0.438  -0.11
C  -2.498  1.356  -1.738  0.00
C  -3.774  1.911  -1.589  -0.01
C  -4.559  2.147  -2.698  0.00
C  -5.867  2.729  -2.534  0.00
N  -6.914  3.179  -2.382  0.00
C  -4.073  1.817  -3.982  -0.01
C  -2.857  1.177  -4.114  0.01
C  -2.084  0.900  -2.984  0.00
S  -0.634  -0.014  -3.120  0.01
C  -4.827  2.165  -5.158  0.00
N  -5.402  2.471  -6.106  0.00
H  -4.133  2.184  -0.604  0.00
H  -2.507  0.877  -5.093  0.00
F  3.091  -4.312  4.707  0.00
C  2.405  -3.426  4.016  0.00
C  1.792  -2.366  4.652  0.00
F  1.876  -2.249  5.964  0.00
C  1.069  -1.439  3.920  0.00
F  0.429  -0.509  4.624  0.00
C  0.972  -1.506  2.534  0.01
P  0.075  -0.269  1.488  0.02
C  0.234  1.265  2.440  0.00
C  -0.845  2.132  2.609  0.00
C  -0.667  3.340  3.271  0.00
C  0.580  3.693  3.762  0.00
C  1.659  2.832  3.599  0.00
C  1.490  1.632  2.932  0.00
C  -1.608  -0.932  1.734  0.00
C  -2.282  -0.765  2.942  0.00
C  -3.523  -1.359  3.128  0.00
C  -4.085  -2.134  2.125  0.00
C  -3.416  -2.308  0.922  0.00
C  -2.186  -1.701  0.725  0.00
C  1.553  -2.615  1.940  0.00
Br  1.279  -2.971  0.110  0.06
C  2.259  -3.563  2.649  0.00
F  2.797  -4.614  2.040  0.00
H  -1.825  1.859  2.245  0.00
H  -1.510  4.006  3.399  0.00
H  0.712  4.631  4.285  0.00
H  2.631  3.093  3.999  0.00
H  2.336  0.965  2.817  0.00
H  -1.845  -0.173  3.735  0.00
H  -4.052  -1.212  4.062  0.00
H  -5.051  -2.600  2.278  0.00
H  -3.854  -2.909  0.135  0.00
H  -1.695  -1.808  -0.231  0.00

Output
Net charge: +1
Spin multiplicity: 2
LUMO (spin up / spin down), Eh: -0.1750 / -0.1540
<S²>: 0.837
Calculated total energy, eV: -154043.7932
F_max, eV/A: 2.84

---

Question: What is the net charge in the third record?
Answer: 0